{"formula": "C37H31NO2P2PdSi", "method": "ωB97M-V/def2-TZVPD", "elements": ["Pd", "C", "Si", "C", "C", "C", "C", "C", "C", "P", "C", "C", "C", "C", "C", "C", "C", "C", "C", "C", "C", "C", "C", "C", "C", "C", "C", "C", "P", "C", "C", "C", "C", "C", "C", "C", "C", "C", "C", "C", "C", "H", "H", "H", "H", "H", "H", "H", "H", "H", "H", "H", "H", "H", "H", "H", "H", "H", "H", "H", "H", "H", "H", "H", "H", "H", "H", "H", "H", "H", "H", "H", "O", "N", "O"], "coordinates": [[-0.59352, -0.57875, 0.71806], [-3.52206, 0.32568, -0.52914], [-1.72956, 0.25691, -1.06179], [-1.06771, 1.99058, -1.42775], [-1.09378, 2.65284, -2.65364], [-0.50112, 3.90008, -2.80468], [0.13503, 4.50497, -1.72992], [0.16830, 3.86487, -0.49906], [-0.43574, 2.62028, -0.34963], [-0.41973, 1.69815, 1.22888], [-1.63416, 2.51972, 2.29731], [-2.14424, 1.76980, 3.35822], [-3.05415, 2.34318, 4.23475], [-3.46676, 3.65567, 4.05011], [-2.97434, 4.39643, 2.98423], [-2.05985, 3.83204, 2.10672], [1.20115, 2.09994, 1.94051], [2.30503, 1.45578, 1.37486], [3.58060, 1.73495, 1.83283], [3.76106, 2.64723, 2.86690], [2.66722, 3.27746, 3.43723], [1.38433, 3.00819, 2.97411], [-1.55462, -0.86760, -2.56901], [-2.18299, -0.68909, -3.80255], [-1.99496, -1.59295, -4.83737], [-1.17267, -2.69855, -4.65678], [-0.54298, -2.89808, -3.43891], [-0.73062, -1.98493, -2.40295], [0.06942, -2.15439, -0.77318], [1.81321, -1.70002, -1.03368], [2.19953, -0.84332, -2.06022], [3.50860, -0.38706, -2.12821], [4.43420, -0.78115, -1.17195], [4.04985, -1.62968, -0.14118], [2.74231, -2.08400, -0.06500], [0.12715, -3.92108, -0.38278], [-0.78438, -4.41090, 0.54801], [-0.80795, -5.76475, 0.85182], [0.08239, -6.62852, 0.23266], [1.00527, -6.14195, -0.68560], [1.03174, -4.79136, -0.99132], [-4.16296, 0.84690, -1.24472], [-3.59439, 0.83581, 0.43415], [-3.90164, -0.69081, -0.40407], [-1.56057, 2.18328, -3.51254], [-0.52030, 4.39380, -3.76825], [0.61656, 5.46648, -1.85417], [0.68853, 4.32191, 0.33538], [-1.85070, 0.73160, 3.47317], [-3.44889, 1.75775, 5.05494], [-4.18235, 4.09960, 4.73050], [-3.30638, 5.41553, 2.83160], [-1.69038, 4.41270, 1.27146], [2.15639, 0.73353, 0.57799], [4.43206, 1.23322, 1.39114], [4.75744, 2.85952, 3.23320], [2.80945, 3.98060, 4.24782], [0.53031, 3.49888, 3.42458], [-2.84604, 0.15617, -3.95481], [-2.49883, -1.44288, -5.78393], [-1.03115, -3.40710, -5.46276], [0.08425, -3.76883, -3.29437], [1.47496, -0.52806, -2.80188], [3.80560, 0.27856, -2.92853], [5.45509, -0.42487, -1.22752], [4.76672, -1.93172, 0.61183], [2.43194, -2.72386, 0.75396], [-1.45461, -3.72501, 1.05404], [-1.50967, -6.13725, 1.58604], [0.07007, -7.68359, 0.47453], [1.71038, -6.81599, -1.15485], [1.77009, -4.40858, -1.68585], [0.27655, -2.44225, 3.13268], [-0.44966, -1.61291, 2.60602], [-1.62635, -1.46874, 3.01234]], "charge": 0, "orbital_gap_ev": 8.1, "homo_energy_ev": -7.74, "lumo_ha": 0.01265}


{"formula": "C37H32AsF6OP2S4Zr", "method": "ωB97M-V/def2-TZVPD", "elements": ["Zr", "S", "C", "C", "C", "C", "C", "C", "As", "C", "C", "C", "C", "C", "C", "C", "C", "C", "C", "C", "C", "H", "H", "H", "H", "H", "H", "H", "H", "H", "H", "H", "H", "H", "H", "C", "S", "O", "C", "C", "C", "C", "C", "C", "H", "H", "H", "H", "H", "H", "H", "H", "F", "P", "F", "F", "F", "F", "F", "S", "P", "S", "C", "C", "C", "C", "C", "C", "C", "C", "C", "C", "C", "C", "H", "H", "H", "H", "H", "H", "H", "H", "H", "H"], "coordinates": [[0.19532, 0.62776, 0.33902], [-2.24380, 0.22498, -0.80297], [-3.12463, -1.11748, -0.23272], [-4.29022, -1.48693, -0.94951], [-5.01512, -2.59308, -0.56447], [-4.60272, -3.34776, 0.53171], [-3.46152, -2.98886, 1.26268], [-2.73243, -1.88459, 0.89399], [-1.18180, -1.30139, 1.87214], [-1.88612, -0.21277, 3.30402], [-0.96458, 0.38644, 4.16388], [-1.41321, 1.18114, 5.20883], [-2.77719, 1.38344, 5.39110], [-3.69133, 0.79491, 4.52819], [-3.24880, -0.00554, 3.48103], [-0.45714, -2.87867, 2.67541], [0.30561, -3.72761, 1.87725], [0.83721, -4.88086, 2.43089], [0.61454, -5.17353, 3.77086], [-0.14010, -4.31921, 4.56186], [-0.68072, -3.16218, 4.01780], [-4.58665, -0.89824, -1.80755], [-5.89825, -2.88061, -1.11784], [-5.16907, -4.22106, 0.82717], [-3.15693, -3.58659, 2.11354], [0.10018, 0.21082, 4.04466], [-0.70070, 1.62579, 5.89123], [-3.12713, 1.99135, 6.21495], [-4.75247, 0.94417, 4.67771], [-3.97081, -0.47362, 2.82336], [0.49281, -3.49487, 0.83477], [1.43168, -5.54669, 1.82037], [1.03661, -6.07165, 4.20111], [-0.30782, -4.55052, 5.60496], [-1.26819, -2.49588, 4.63702], [-2.18788, 3.79091, 2.48068], [-0.45991, 3.56061, 2.12399], [-0.53944, 2.24477, 1.25899], [-0.13223, 4.83994, 0.98123], [0.88224, 5.72144, 1.33093], [1.17708, 6.76352, 0.46377], [0.48416, 6.88258, -0.73050], [-0.51172, 5.97219, -1.07815], [-0.83474, 4.94313, -0.21743], [-2.74822, 3.81169, 1.54821], [-2.27674, 4.74134, 3.00646], [-2.50041, 2.96828, 3.12334], [1.43291, 5.59468, 2.25461], [1.95835, 7.46695, 0.71505], [0.72727, 7.68816, -1.41051], [-1.02670, 6.06392, -2.02538], [-1.59303, 4.21814, -0.48829], [2.17498, 1.26985, 0.82068], [3.04927, -0.25390, 1.12324], [3.54539, -1.70301, 1.31839], [1.90447, -0.40286, 2.27607], [1.71028, -0.86188, 0.07702], [4.02388, 0.48099, 2.06672], [3.82378, 0.02109, -0.19073], [2.58752, 3.60895, -0.93647], [1.73333, 2.76965, -2.44860], [0.30486, 1.19245, -2.00828], [2.82352, 1.90891, -3.58785], [4.16155, 1.73284, -3.25301], [5.00796, 1.08535, -4.14193], [4.51801, 0.61841, -5.35189], [3.17925, 0.79597, -5.68533], [2.32942, 1.44208, -4.80646], [0.72040, 3.90356, -3.43379], [-0.61011, 3.70499, -3.78385], [-1.27784, 4.66162, -4.53867], [-0.61841, 5.80911, -4.95166], [0.71470, 6.00546, -4.61041], [1.38260, 5.06086, -3.85023], [4.53400, 2.10671, -2.30808], [6.05134, 0.95279, -3.88996], [5.18162, 0.11868, -6.04493], [2.80350, 0.43795, -6.63419], [1.28962, 1.59238, -5.07373], [-1.13431, 2.81006, -3.47688], [-2.31246, 4.50234, -4.81216], [-1.13897, 6.54827, -5.54586], [1.23515, 6.89485, -4.93962], [2.41774, 5.22250, -3.57434]], "charge": 2, "orbital_gap_ev": [7.0, 4.5], "s2": 0.78, "homo_energy_ev": [-13.13, -13.11], "spin_multiplicity": 2, "lumo_ha": [-0.22476, -0.31602]}


{"formula": "C37H32AsInN5O9S", "method": "ωB97M-V/def2-TZVPD", "elements": ["In", "C", "C", "N", "C", "S", "N", "N", "C", "C", "C", "C", "C", "C", "C", "N", "H", "H", "H", "H", "H", "H", "H", "H", "H", "H", "H", "H", "H", "O", "C", "O", "C", "O", "O", "O", "As", "C", "C", "C", "C", "C", "C", "C", "C", "C", "C", "C", "C", "C", "C", "C", "C", "C", "C", "H", "H", "H", "H", "H", "H", "H", "H", "H", "H", "H", "H", "H", "H", "H", "O", "C", "O", "C", "C", "C", "C", "C", "C", "N", "O", "O", "H", "H", "H", "H"], "coordinates": [[-1.16552, -1.69385, 1.08109], [4.07406, -0.09816, 3.93237], [2.88675, 0.65534, 3.44421], [1.61644, -0.02820, 3.87694], [1.09335, -1.05340, 3.18037], [-0.58612, -1.42487, 3.62205], [1.83229, -1.72004, 2.31563], [1.09836, -2.51561, 1.52508], [1.62489, -3.41649, 0.75724], [3.09459, -3.72181, 0.74525], [0.64872, -4.17892, 0.02015], [1.01467, -5.24553, -0.79162], [-0.00607, -6.03551, -1.35294], [-1.30979, -5.73115, -1.12065], [-1.63278, -4.70068, -0.30547], [-0.68558, -3.94622, 0.28249], [4.95177, 0.44778, 3.63810], [4.18174, -0.23488, 5.05291], [3.93096, -1.06941, 3.49898], [2.85255, 1.68133, 3.83856], [2.89755, 0.68472, 2.35517], [0.97871, 0.44623, 4.48912], [3.55931, -3.57717, -0.24697], [3.53425, -3.10278, 1.44227], [3.32454, -4.71689, 1.06248], [2.04454, -5.49354, -1.02455], [0.28123, -6.84451, -1.94468], [-1.99850, -6.38489, -1.47419], [-2.66871, -4.37713, -0.19450], [-5.12192, -2.56798, 1.54764], [-4.01798, -2.13976, 1.34962], [-2.92587, -2.75666, 1.58136], [-3.85929, -0.63900, 0.74636], [-4.82945, -0.17034, 0.21022], [-2.68349, -0.11897, 0.79978], [-0.01057, 0.32489, 1.05488], [-0.86611, 1.73220, 0.61501], [0.47395, 3.13073, 0.35625], [0.03272, 4.36695, -0.12004], [0.91540, 5.34693, -0.48802], [2.26778, 5.20441, -0.28167], [2.70471, 4.02362, 0.28478], [1.80462, 2.99296, 0.63504], [-1.66228, 1.98551, -1.11714], [-0.71939, 2.04099, -2.20943], [-1.19612, 2.00532, -3.51954], [-2.55860, 1.96431, -3.76328], [-3.41333, 1.96907, -2.66615], [-3.04004, 1.91895, -1.35863], [-1.93691, 2.39077, 2.04524], [-3.05430, 3.24681, 1.86668], [-3.84840, 3.47443, 2.95305], [-3.55341, 2.98617, 4.23165], [-2.35574, 2.30611, 4.44421], [-1.52985, 2.06035, 3.34193], [-1.07229, 4.45818, -0.22115], [0.51697, 6.30356, -0.84197], [2.98712, 5.99110, -0.55242], [3.74854, 3.79252, 0.57553], [2.24833, 2.07490, 1.09825], [0.34487, 2.10284, -2.02045], [-0.40566, 1.90555, -4.25426], [-2.96118, 1.94960, -4.76016], [-4.48232, 2.00583, -2.93693], [-3.80549, 1.84760, -0.57720], [-3.42194, 3.54509, 0.91553], [-4.79800, 3.94760, 2.75787], [-4.06167, 3.28429, 5.14923], [-2.18584, 1.81388, 5.41569], [-0.75247, 1.23260, 3.43015], [-1.62134, -2.60782, -2.48261], [-0.64083, -1.91771, -2.12205], [-0.32347, -1.57397, -0.92650], [0.33030, -1.51429, -3.18653], [0.21389, -1.79437, -4.51512], [1.22121, -1.43125, -5.40257], [2.29002, -0.68955, -4.98165], [2.37393, -0.42782, -3.61582], [1.47534, -0.82360, -2.69301], [3.44560, 0.42639, -3.16345], [4.10466, 1.00686, -4.00810], [3.63613, 0.60442, -1.96441], [-0.72553, -2.32475, -4.78021], [1.15680, -1.87470, -6.33112], [3.11838, -0.47564, -5.58639], [1.56157, -0.51983, -1.66288]], "charge": -1, "orbital_gap_ev": 7.0, "homo_energy_ev": -5.37, "lumo_ha": 0.06025}


{"formula": "C37H32BrMoN7O2S3", "method": "ωB97M-V/def2-TZVPD", "elements": ["Mo", "C", "O", "C", "N", "C", "C", "C", "C", "C", "C", "C", "C", "C", "C", "C", "C", "N", "C", "N", "C", "C", "O", "C", "C", "C", "C", "C", "C", "H", "H", "H", "H", "H", "H", "H", "H", "H", "H", "H", "H", "H", "H", "H", "H", "H", "H", "H", "S", "C", "C", "N", "C", "S", "C", "N", "Br", "C", "C", "C", "N", "C", "C", "H", "H", "H", "H", "S", "C", "N", "C", "C", "C", "C", "H", "H", "H", "H", "H", "H", "H", "H", "H"], "coordinates": [[0.11453, 0.48294, -0.88579], [0.81924, 3.76349, 2.50846], [-0.00263, 4.20963, 1.40888], [-0.33705, 3.10713, 0.73598], [-0.04671, 1.96107, 1.21358], [0.61772, 2.23566, 2.52342], [1.90574, 1.53144, 2.88690], [2.48721, 1.90887, 4.09786], [3.67382, 1.33515, 4.52489], [4.30464, 0.37918, 3.73905], [3.72535, -0.00624, 2.54089], [2.52552, 0.55636, 2.12793], [-1.03437, 3.36906, -0.53571], [-1.52980, 4.63078, -0.83080], [-2.21115, 4.80680, -2.02049], [-2.41303, 3.71609, -2.85053], [-1.89582, 2.48810, -2.47420], [-1.17698, 2.32859, -1.35517], [-2.20837, 1.27475, -3.25191], [-2.04529, 0.09565, -2.82518], [-2.73695, -0.78423, -3.78806], [-2.90407, 0.13057, -5.01288], [-2.79362, 1.46417, -4.44972], [-2.10743, -2.11957, -4.09726], [-0.84181, -2.49194, -3.66894], [-0.32858, -3.73939, -4.00229], [-1.07056, -4.62059, -4.77190], [-2.34015, -4.25538, -5.20083], [-2.85533, -3.01587, -4.85993], [0.46873, 4.26286, 3.40761], [1.85244, 4.03465, 2.28972], [-0.12055, 1.96034, 3.28066], [2.00593, 2.65474, 4.72296], [4.10920, 1.64098, 5.46776], [5.24024, -0.05959, 4.06095], [4.20137, -0.75004, 1.91335], [2.08744, 0.22420, 1.20373], [-1.36829, 5.44096, -0.13641], [-2.60047, 5.77886, -2.29020], [-2.96572, 3.79602, -3.77455], [-3.71943, -0.98900, -3.34575], [-3.87214, 0.05484, -5.49892], [-2.10017, -0.00681, -5.73714], [-0.24597, -1.81406, -3.07614], [0.66064, -4.01276, -3.65776], [-0.66585, -5.58919, -5.03428], [-2.93229, -4.93964, -5.79451], [-3.85554, -2.74532, -5.18286], [0.87534, 0.53869, -3.14919], [2.47109, -0.15625, -3.01760], [3.38083, 0.11330, -4.08803], [4.10849, 0.32265, -4.95349], [2.79331, -0.98010, -1.99531], [1.66171, -1.35738, -0.72385], [4.05408, -1.65867, -1.95010], [5.04875, -2.23089, -1.87629], [1.82003, -0.53254, 8.01404], [1.03187, -0.63419, 6.30142], [-0.15022, 0.03675, 6.04368], [-0.65969, -0.04249, 4.75648], [-0.07330, -0.70802, 3.76523], [1.03993, -1.37609, 4.05326], [1.63901, -1.37242, 5.30456], [-0.65566, 0.60448, 6.81167], [-1.58477, 0.47119, 4.51114], [1.49817, -1.92445, 3.23903], [2.55811, -1.91191, 5.48007], [3.73121, 3.55486, -0.03204], [2.61843, 2.47298, -0.43023], [1.77805, 1.69227, -0.68502], [-0.72122, -3.14092, 1.23435], [-1.53597, -1.85765, 1.08410], [-3.02192, -2.19451, 0.92998], [-1.07903, -1.06127, -0.11830], [-1.05168, -3.71211, 2.10442], [0.34142, -2.92510, 1.34956], [-0.83497, -3.77223, 0.34869], [-1.39086, -1.25526, 1.97915], [-3.17240, -2.90935, 0.11646], [-3.61699, -1.30458, 0.71284], [-3.40821, -2.64306, 1.84751], [-1.79470, -0.19871, -0.16372], [-1.17188, -1.63134, -1.04894]], "charge": 0, "orbital_gap_ev": [5.9, 6.3], "s2": 2.03, "homo_energy_ev": [-7.27, -7.87], "spin_multiplicity": 3, "lumo_ha": [-0.04974, -0.05598]}


no.,M (g/mol)
1,718.1
2,963.0
3,912.5
4,878.8